Entry 1:
14
Properties=species:S:1:pos:R:3:forces:R:3 method="wB97M-V/def2-TZVPD" homo_lumo_gap_ev="8.27 / 8.27" charge=0 energy_ha=-521.7219 lumo_energy_ev="-0.1 / -0.1" molar_mass_da=100.2 relative_energy_kcal_mol=135.3
C 0.124 0.797 -0.267 -3.06 -2.58 -0.87
C -1.649 -0.588 -0.687 1.70 3.42 2.24
C 1.603 -1.206 0.140 0.05 0.26 -0.03
C 1.297 0.246 -0.046 0.31 -0.05 0.10
O 2.443 1.008 0.072 0.07 -0.12 0.07
Si -2.825 0.370 0.198 1.03 -0.72 -0.62
H 2.061 -1.356 1.119 0.02 -0.01 0.01
H 0.704 -1.806 0.068 0.00 -0.02 0.01
H 2.317 -1.529 -0.616 0.02 -0.02 -0.02
H -0.130 1.821 -0.426 -0.10 0.40 -0.09
H 2.242 1.936 -0.100 -0.06 -0.08 0.01
H -4.205 0.059 0.608 -0.10 -0.39 -0.16
H -1.281 -1.568 -0.442 -0.09 -0.34 -0.44
H -2.701 1.814 0.379 0.22 0.25 -0.19

Entry 2:
14
Properties=species:S:1:pos:R:3:forces:R:3 method="wB97M-V/def2-TZVPD" homo_lumo_gap_ev="6.42 / 6.41" charge=0 energy_ha=-521.7519 lumo_energy_ev="-1.8 / -1.8" molar_mass_da=100.2 relative_energy_kcal_mol=116.5
C 3.996 -0.081 0.544 3.01 0.53 -0.42
C 2.875 -0.037 1.009 -2.39 -0.17 -0.30
C -0.807 -0.763 -1.398 0.96 -1.04 -0.06
C -1.387 1.595 0.414 -2.04 -2.26 2.92
O -1.357 -1.302 1.368 0.11 0.43 0.82
Si -0.712 -0.195 0.405 -0.83 0.05 -1.77
H 5.110 0.048 0.325 -2.39 -0.42 0.37
H 0.029 -1.452 -1.562 0.21 0.02 0.09
H -1.653 -1.363 -1.883 0.62 1.42 1.16
H -0.480 0.125 -1.936 -0.45 0.04 -0.52
H -0.619 2.112 -0.023 1.79 1.77 -1.18
H -2.318 1.572 -0.238 1.10 0.02 0.91
H -1.568 1.961 1.493 0.11 -0.39 -1.90
H -1.107 -2.221 1.482 0.18 0.01 -0.12

Entry 3:
14
Properties=species:S:1:pos:R:3:forces:R:3 method="wB97M-V/def2-TZVPD" homo_lumo_gap_ev="6.72 / 6.71" charge=0 smiles="CC=P1=P[C@H]1C" energy_ha=-839.7428 lumo_energy_ev="-1.2 / -1.2" molar_mass_da=118.1 relative_energy_kcal_mol=89.5
C -0.396 1.699 -1.945 1.93 -0.47 -0.60
C -0.255 0.827 -0.747 -0.60 -0.58 0.54
P -0.114 -0.835 -1.012 0.04 1.40 1.01
P 0.675 -3.085 0.116 -0.59 0.92 0.72
C -0.126 -1.500 0.758 -1.50 -0.70 -0.10
C 0.537 -0.756 1.918 4.25 -0.84 -2.18
H -0.182 0.933 -2.752 -0.07 1.59 0.03
H 0.476 2.508 -1.850 -2.32 -1.31 -0.74
H -1.448 2.019 -2.080 0.84 0.54 0.13
H -0.397 1.348 0.214 0.27 -0.64 -0.18
H -1.251 -1.528 0.980 1.35 -0.61 -0.37
H 1.410 -0.122 1.481 -1.05 -1.10 0.51
H 1.084 -1.514 2.555 -1.07 1.15 -0.05
H -0.013 0.006 2.364 -1.48 0.66 1.28

Entry 4:
14
Properties=species:S:1:pos:R:3:forces:R:3 method="wB97M-V/def2-TZVPD" homo_lumo_gap_ev=9.25 charge=0 smiles="[H]/P=C(C)/P=C/C" energy_ha=-839.8091 lumo_energy_ev=0.3 molar_mass_da=118.1 relative_energy_kcal_mol=47.9
H 3.460 -0.361 0.242 0.95 -0.24 0.06
P 2.718 -1.246 -0.559 0.66 -0.97 0.30
C 1.506 -0.158 -0.575 -0.86 2.23 -0.92
C 1.693 1.318 -0.039 -1.32 -3.96 0.93
P -0.142 -0.518 -1.344 0.98 0.31 0.35
C -0.968 -0.822 0.052 -0.30 0.01 0.12
C -2.449 -0.984 -0.092 1.13 -2.53 2.83
H 0.877 1.331 0.686 0.35 0.74 0.49
H 1.514 2.047 -0.743 -0.36 1.54 -1.78
H 2.678 1.357 0.361 0.55 0.50 0.59
H -0.510 -0.897 1.046 -0.17 0.15 -0.39
H -2.663 -1.103 -1.073 -0.85 -0.27 -3.28
H -2.961 -0.140 0.250 -0.97 1.18 0.92
H -2.800 -1.945 0.404 0.21 1.30 -0.22

Entry 5:
13
Properties=species:S:1:pos:R:3:forces:R:3 method="wB97M-V/def2-TZVPD" homo_lumo_gap_ev=8.65 charge=0 smiles="CC=S.C=C" energy_ha=-555.2569 lumo_energy_ev=-0.1 molar_mass_da=88.2 relative_energy_kcal_mol=71.0
C 0.788 -1.150 -0.907 -1.94 -1.10 0.31
C 1.276 -0.387 0.286 -2.57 -1.20 0.81
S 2.347 0.757 0.145 1.08 1.01 0.36
H -0.326 -1.471 -0.968 1.71 0.83 0.58
H 1.321 -2.075 -0.879 0.36 -1.11 0.17
H 1.067 -0.761 -1.856 0.21 0.93 -0.58
H 0.749 -0.694 1.287 1.20 0.61 -1.68
C -2.039 1.952 -0.067 -0.07 -3.69 2.70
C -1.272 1.733 1.059 2.09 3.76 -1.54
H -2.991 1.512 0.209 -0.87 0.51 -0.05
H -1.963 1.592 -1.072 1.34 1.45 -1.05
H -1.853 1.523 1.939 0.25 0.09 0.56
H -0.158 2.241 1.224 -2.79 -2.10 -0.58

Entry 6:
13
Properties=species:S:1:pos:R:3:forces:R:3 method="wB97M-V/def2-TZVPD" homo_lumo_gap_ev=9.66 charge=0 smiles=CC[C@@H]1CS1 energy_ha=-555.3519 lumo_energy_ev=1.1 molar_mass_da=88.2 relative_energy_kcal_mol=11.3
C -1.748 -0.066 -0.053 0.57 -1.38 -0.61
C -0.326 -0.785 -0.094 -1.41 1.86 -0.12
C 0.772 0.029 0.569 0.14 -1.48 -1.61
C 1.550 1.014 -0.168 -0.55 -1.15 -2.66
S 2.385 -0.637 -0.059 -0.02 0.13 0.47
H -2.427 -0.594 -0.764 0.35 0.26 0.67
H -2.197 -0.084 0.958 0.32 0.07 -0.54
H -1.678 0.945 -0.427 0.08 0.41 0.11
H 0.006 -1.067 -1.092 -0.25 0.46 -0.28
H -0.418 -1.723 0.391 -0.03 -0.89 0.79
H 0.662 0.141 1.600 0.12 0.16 1.65
H 1.186 1.220 -1.247 0.88 0.19 2.06
H 2.233 1.607 0.386 -0.19 1.36 0.07